No. 1
Molecular formula: CH6N3S
Method: DFT, ωB97M-V with the def2-TZVPD basis set

Properties
* total charge: +1
* E_HOMO: -14.6 eV
* relative energy (zero: lowest compared OMol25 entry of this formula, charge and spin): 85.37 kcal/mol
* structure (SMILES): N[C@@H]1[NH2+]N1S
* E: -16429.220 eV

```
11
Properties=species:S:1:pos:R:3:mulliken_charge:R:1
N -0.6732 1.2243 0.2543 -0.338
C -0.5879 0.1531 -0.4866 0.254
N -0.3661 -1.2394 0.3567 -0.116
N 0.7333 -0.6011 -0.3777 -0.240
S 2.1528 0.2457 0.1592 -0.073
H 0.1144 1.6584 0.6094 0.183
H -1.6417 1.6152 0.1361 0.258
H -1.5968 0.0757 -1.0946 0.321
H -0.5669 -2.1176 0.0044 0.253
H -0.4435 -0.9571 1.2985 0.291
H 2.8755 -0.0571 -0.8597 0.207
```

No. 2
Molecular formula: C20H24N4O
Method: DFT, ωB97M-V with the def2-TZVPD basis set

Properties
* E_HOMO: -5.4 eV
* relative energy (zero: lowest compared OMol25 entry of this formula, charge and spin): 129.20 kcal/mol
* E: -29133.643 eV

```
49
Properties=species:S:1:pos:R:3:mulliken_charge:R:1
C -1.7617 2.2415 3.0818 -1.030
N -1.4451 0.8426 3.3913 0.065
C -0.2497 0.1420 3.2911 -0.059
C 1.0108 0.6895 2.8019 0.893
C 1.0182 1.9582 2.1290 -0.530
C 2.0969 2.7866 2.1631 -0.105
C 2.0783 4.1376 1.6790 0.486
C 2.9276 5.0976 2.2559 -0.442
C 2.8682 6.4139 1.8646 -0.564
C 1.9776 6.8098 0.8797 -0.338
C 1.1296 5.8816 0.2990 -0.690
C 1.1655 4.5653 0.6972 -0.372
O 2.0856 0.1070 3.0214 -0.770
N -0.4393 -1.0835 3.9144 0.410
C 0.5015 -2.2555 4.0470 1.513
C -0.2103 -3.4597 4.6830 -2.145
C 1.6742 -1.8738 4.9515 -1.526
C 0.9850 -2.6551 2.6507 -1.590
C -1.7392 -1.1165 4.3854 -0.198
C -2.3504 0.0480 4.0660 -0.847
H -2.6401 2.5518 3.6437 0.370
H -0.9385 2.8907 3.3713 0.473
H -1.9808 2.3641 2.0223 0.325
H 0.1153 2.3085 1.6697 0.441
H 2.9657 2.4514 2.7013 0.481
H 3.5891 4.7938 3.0499 0.372
H 3.5097 7.1417 2.3334 0.382
H 1.9434 7.8419 0.5694 0.389
H 0.4428 6.1963 -0.4713 0.386
H 0.5060 3.8484 0.2383 0.451
H -1.0795 -3.7639 4.1018 0.487
H 0.4647 -4.3131 4.7446 0.424
H -0.5416 -3.2315 5.6953 0.474
H 2.2736 -1.0823 4.5132 0.337
H 1.3151 -1.5092 5.9126 0.405
H 2.3254 -2.7322 5.1123 0.449
H 1.5589 -1.8514 2.1929 0.411
H 1.6165 -3.5425 2.6992 0.430
H 0.1357 -2.8659 2.0010 0.392
H -2.1672 -1.9230 4.9525 0.459
H -3.3535 0.3328 4.3348 0.417
N 4.3875 0.8016 -2.2569 -0.773
C 3.3262 -0.0569 -2.2227 -0.502
C 2.5392 0.2706 -1.1562 -0.306
N 3.1010 1.3388 -0.5194 -0.161
C 4.2032 1.6104 -1.2150 -0.243
H 3.1681 -0.8671 -2.9208 0.365
H 1.6340 -0.2273 -0.8377 0.338
H 4.8817 2.4143 -0.9591 0.368
```

No. 3
Molecular formula: C30H56FN8O7
Method: DFT, ωB97M-V with the def2-TZVPD basis set

Properties
* total charge: +1
* E_HOMO: -11.5 eV
* E: -60980.372 eV

```
102
Properties=species:S:1:pos:R:3:mulliken_charge:R:1
C 3.6856 -0.2827 1.5252 -0.887
C 3.7841 0.0239 0.0240 -0.794
O 2.6819 0.8721 -0.4028 0.054
C 3.1132 1.6075 -1.5287 -0.720
C 1.9333 2.2218 -2.3156 -0.719
O 0.6785 2.0208 -1.6532 0.220
C -0.2358 2.9080 -2.2249 -1.148
N -1.6019 2.5740 -1.8349 0.324
C -2.1554 3.3107 -0.6685 -1.449
C -1.9991 2.3680 0.5852 1.253
C -1.4502 3.0906 1.8391 -1.061
C -2.3230 2.9078 3.1018 -0.860
C -2.7775 1.4613 3.3159 -0.581
O -1.7007 0.5391 3.1883 -0.260
C -2.0974 -0.7375 3.1305 0.705
C -1.0042 -1.7951 3.0192 -0.909
O -3.2182 -1.0791 3.1501 -0.539
C -2.2765 1.6858 -2.4655 0.341
N -3.5998 1.3883 -2.1287 -0.441
N -1.6575 0.9993 -3.5214 0.473
C -2.6491 0.1390 -4.2543 -0.973
C -2.0335 -0.5457 -5.4886 -0.130
O -0.8895 0.1688 -5.9608 -0.555
C -1.6006 -2.0121 -5.2554 -1.197
N -2.5903 -2.8248 -4.5441 -0.393
C -0.7473 0.0126 -2.9037 -0.397
O 0.3442 -0.0755 -3.2815 -0.390
N -1.2813 -0.7868 -1.8068 0.097
C -0.1998 -1.0227 -0.8741 0.248
O -0.0542 -0.3763 0.0534 -0.013
F 0.6152 -2.0226 -1.1281 -0.323
H 3.3428 -1.3133 1.6307 0.325
H 4.7080 -0.1824 1.9330 0.202
H 3.0257 0.4501 1.9967 0.237
H 3.7569 -0.8700 -0.6169 0.344
H 4.7038 0.5720 -0.2316 0.481
H 3.7848 2.4169 -1.2048 0.338
H 3.6225 0.9061 -2.2083 0.362
H 1.8708 1.8291 -3.3406 0.321
H 2.1311 3.3045 -2.4118 0.407
H -0.1784 2.8804 -3.3263 0.472
H 0.0406 3.9281 -1.9212 0.434
H -1.6070 4.2449 -0.5588 0.454
H -3.2171 3.5221 -0.7944 0.350
H -1.3194 1.5549 0.3147 -0.407
H -2.9989 1.9639 0.7839 0.173
H -1.2217 4.1506 1.6773 0.596
H -0.4821 2.6235 2.0671 0.263
H -3.2433 3.4880 2.9315 0.285
H -1.8289 3.3222 3.9848 0.420
H -3.6034 1.2642 2.6241 0.352
H -3.2248 1.3954 4.3163 0.493
H -1.1319 -2.3818 2.1082 0.201
H -1.0922 -2.4539 3.8846 0.399
H -0.0295 -1.2956 2.9961 0.207
H -4.2556 2.1063 -2.4222 0.302
H -3.7059 1.1550 -1.1472 0.213
H -3.1033 -0.6217 -3.6099 0.697
H -3.4504 0.7934 -4.6066 0.485
H -2.7524 -0.5519 -6.3201 0.510
H -0.2417 -0.4933 -6.2327 0.371
H -0.6330 -2.1089 -4.7443 0.526
H -1.4665 -2.4525 -6.2599 0.484
H -2.1478 -3.5813 -4.0405 0.214
H -3.3011 -3.1957 -5.1608 0.177
H -1.4874 -1.7106 -2.2081 0.288
C 4.4310 4.2928 1.9404 -0.797
C 4.6274 4.2969 3.4527 -0.496
C 5.9836 3.7305 3.8824 -0.490
C 6.1069 2.3060 3.5788 0.303
N 6.2040 1.1871 3.3401 -0.459
H 4.4244 3.2758 1.5418 0.023
H 3.4777 4.7567 1.6825 0.324
H 5.2243 4.8529 1.4405 0.360
H 3.8194 3.7334 3.9243 0.305
H 4.5519 5.3244 3.8146 0.327
H 6.1077 3.8718 4.9579 0.286
H 6.7923 4.2807 3.3974 0.308
C 5.1854 -0.8966 5.9522 -0.747
C 4.5224 -2.2266 6.2906 -0.453
C 5.1740 -3.4167 5.5799 -0.485
C 4.9952 -3.3700 4.1291 0.302
N 4.8560 -3.3331 2.9900 -0.432
H 5.0779 -0.6533 4.8945 0.002
H 4.7263 -0.0899 6.5261 0.345
H 6.2503 -0.9174 6.1924 0.319
H 3.4598 -2.1755 6.0426 0.281
H 4.5892 -2.3905 7.3684 0.314
H 4.7340 -4.3428 5.9556 0.298
H 6.2394 -3.4559 5.8150 0.286
C -6.5379 -4.7142 -2.2126 -1.123
C -6.9595 -4.3869 -3.6409 -0.384
C -6.6616 -5.5187 -4.6286 -0.420
C -5.2265 -5.7434 -4.7985 0.298
N -4.0996 -5.9243 -4.9298 -0.459
H -5.4569 -4.8459 -2.1357 0.320
H -6.8222 -3.9044 -1.5399 0.318
H -7.0203 -5.6280 -1.8612 0.326
H -6.4646 -3.4675 -3.9635 0.255
H -8.0335 -4.1911 -3.6541 0.308
H -7.0938 -5.2713 -5.6003 0.278
H -7.1404 -6.4421 -4.2974 0.304
```

No. 4
Molecular formula: C15H47Li3N12O18
Method: DFT, ωB97M-V with the def2-TZVPD basis set

Properties
* E_HOMO: -4.9 eV
* relative energy (zero: lowest compared OMol25 entry of this formula, charge and spin): 497.14 kcal/mol
* E: -71658.957 eV

```
95
Properties=species:S:1:pos:R:3:mulliken_charge:R:1
Li 8.4374 -0.8749 3.3696 0.865
Li -6.0666 -1.1528 0.7536 0.857
Li -1.7922 -5.6233 -3.4953 0.919
C 1.7229 -1.5843 -0.2457 -0.375
C 2.1237 -1.1080 0.9461 0.311
C 1.0741 -0.4037 1.8874 0.356
O 1.3968 0.0834 3.0351 -0.774
C -0.1968 -0.0301 1.4424 -0.576
C -0.5939 -0.3362 0.1116 0.343
C 0.4424 -1.2275 -0.7871 0.425
O 0.0850 -1.7220 -1.8574 -0.738
O -1.6983 -0.0334 -0.2453 -0.727
O 3.3479 -1.4805 1.2061 -0.819
H 2.2840 -2.1132 -1.0018 0.357
H -0.7571 0.5985 2.1186 0.426
C -10.6980 -0.6720 -1.3496 -1.191
C -9.7439 -0.6379 -2.5101 0.478
C -9.3583 0.8412 -2.7628 -1.244
O -8.6625 -1.4698 -2.3645 -0.870
H -10.9297 -1.6638 -0.9615 0.327
H -11.6024 -0.1029 -1.5651 0.341
H -10.3702 -0.1693 -0.4397 0.263
H -10.2626 -0.9239 -3.4252 0.123
H -8.8509 1.0917 -3.6944 0.285
H -8.7882 1.1424 -1.8839 0.256
H -10.0215 1.7017 -2.6738 0.371
C 6.8015 3.6638 -3.0050 0.640
O 6.9828 4.8916 -3.1588 -0.661
N 7.7189 2.7926 -3.4544 -0.385
N 5.8015 3.1309 -2.3442 -0.370
H 8.6541 3.1536 -3.5781 0.210
H 7.5651 1.7960 -3.5105 0.166
H 5.5962 2.1422 -2.3649 0.181
H 5.2071 3.7916 -1.8644 0.218
C -7.3703 1.3391 5.0950 0.720
O -6.9161 1.6422 3.9933 -0.683
N -7.3389 0.1136 5.5576 -0.385
N -7.8318 2.2226 5.9021 -0.353
H -6.8138 -0.5322 4.9854 0.201
H -7.7792 0.0149 6.4612 0.162
H -8.1587 1.8225 6.7699 0.127
H -7.8140 3.2241 5.7723 0.212
C 3.3049 -6.4984 6.5995 0.617
O 3.0147 -7.3833 7.3676 -0.661
N 3.9200 -6.7820 5.5478 -0.474
N 3.0308 -5.2316 6.8029 -0.378
H 4.0996 -7.7759 5.5388 0.257
H 3.5240 -6.3712 4.7145 0.234
H 2.5017 -4.8824 7.5892 0.215
H 3.2585 -4.6270 6.0265 0.191
C -1.2229 5.7019 -4.2530 0.556
O -1.4425 6.1180 -3.1814 -0.579
N -1.3455 4.4646 -4.6438 -0.381
N -0.7319 6.4341 -5.2618 -0.440
H -1.7546 3.8891 -3.9216 0.228
H -0.9532 4.0307 -5.4671 0.186
H -0.8039 6.1769 -6.2358 0.200
H -0.7551 7.4393 -5.1661 0.230
C 2.5501 6.7218 2.8115 0.572
O 3.0199 7.7941 2.6072 -0.632
N 2.5611 6.0281 3.8726 -0.386
N 1.9296 6.1269 1.8050 -0.434
H 2.4791 5.0420 3.6701 0.210
H 3.1887 6.2510 4.6319 0.247
H 1.3507 5.3468 2.0816 0.191
H 1.4930 6.7202 1.1140 0.234
C 3.3099 -2.3235 -8.7477 0.625
O 4.2335 -2.1089 -9.4466 -0.601
N 2.0643 -2.4903 -9.1166 -0.370
N 3.3231 -2.4502 -7.4636 -0.399
H 1.4012 -2.8253 -8.4323 0.152
H 1.7539 -2.2659 -10.0511 0.199
H 4.2203 -2.1482 -7.1118 0.212
H 2.5982 -2.5525 -6.7678 0.183
O 4.1835 -7.2858 -0.0457 -0.641
H 4.5437 -6.4189 0.1412 0.326
H 4.6859 -7.8798 0.5120 0.318
O -0.7589 4.3259 8.4276 -0.639
H -0.5651 4.3016 7.4905 0.324
H 0.0707 4.1035 8.8501 0.314
O -3.9038 -0.7982 -5.9462 -0.627
H -3.2159 -1.3372 -5.5555 0.299
H -3.8927 0.0118 -5.4363 0.328
O -1.1672 -1.1193 8.5681 -0.649
H -0.8532 -0.9643 7.6772 0.332
H -1.9987 -0.6474 8.6150 0.317
O 1.1695 -7.8638 -3.9153 -0.661
H 1.8314 -7.7148 -3.2401 0.340
H 1.4020 -8.7105 -4.2966 0.323
O 6.7528 1.3076 5.9998 -0.660
H 5.9134 0.8706 6.1435 0.344
H 6.7146 2.0883 6.5525 0.319
O 8.1996 -2.7374 -4.1780 -0.641
H 9.0419 -2.7954 -4.6290 0.324
H 7.8999 -3.6440 -4.1117 0.317
```

No. 5
Molecular formula: C35H32N3O3P
Method: DFT, ωB97M-V with the def2-TZVPD basis set

Properties
* E_HOMO: -7.3 eV
* E: -56713.510 eV

```
74
Properties=species:S:1:pos:R:3:mulliken_charge:R:1
C 4.5967 -4.8586 2.1273 -0.357
C 3.4350 -4.6537 2.8772 -0.640
C 2.3813 -3.9115 2.3419 -0.212
C 2.4569 -3.3940 1.0370 0.116
P 0.9981 -2.6341 0.2085 1.363
C -0.3049 -3.7437 0.8408 0.113
C -1.0992 -3.3864 1.9370 -0.269
C -1.9633 -4.3317 2.5004 -0.815
C -2.0460 -5.6171 1.9663 -0.402
C -1.2712 -5.9702 0.8544 -0.608
C -0.4092 -5.0284 0.2873 -0.347
C 0.6112 -0.9869 0.7808 0.366
C 1.7568 -0.2806 1.1921 -0.172
N 2.6808 0.3544 1.5522 -0.635
O 1.1585 -2.7309 -1.2830 -0.869
C 3.6382 -3.5818 0.3030 -0.341
C 4.7029 -4.3092 0.8440 -0.555
H 5.4185 -5.4443 2.5462 0.360
H 3.3351 -5.0827 3.8800 0.360
H 1.4759 -3.7627 2.9353 0.339
H -1.0245 -2.3919 2.3731 0.426
H -2.5689 -4.0510 3.3655 0.395
H -2.7210 -6.3483 2.4086 0.377
H -1.3405 -6.9713 0.4263 0.384
H 0.2068 -5.2925 -0.5741 0.422
H -0.2267 -0.9578 1.4924 0.003
H 3.7158 -3.1840 -0.7095 0.397
H 5.6104 -4.4588 0.2538 0.366
C 4.8172 5.0868 1.7543 -0.878
O 4.0183 4.2296 0.9047 -0.433
C 2.6664 4.2496 1.0485 0.216
C 1.9308 3.1754 0.4755 0.128
C 0.6161 3.0025 0.8321 0.492
C -0.0216 4.0269 1.5912 -0.324
C 0.6319 5.1717 2.0211 -0.935
C 1.9965 5.2745 1.7752 -0.688
N -1.3866 3.7325 1.6350 0.159
C -2.4285 4.5660 2.2036 -1.018
C -1.6292 2.5573 0.9856 -0.953
C -0.4268 2.0264 0.4860 1.387
C -0.2938 0.8731 -0.3379 -1.020
C -1.4730 0.3875 -1.0063 0.637
C -2.6795 0.0111 -0.4068 -1.312
N -3.6129 -0.2656 -1.3690 0.224
C -5.0022 -0.5833 -1.1111 -0.990
C -3.0493 -0.0850 -2.6282 -0.015
C -1.7014 0.3457 -2.4581 0.191
C -0.9829 0.7829 -3.5594 0.185
C -1.6515 0.8500 -4.8195 0.427
O -1.1493 1.4400 -5.9399 -0.469
C 0.0914 2.1782 -5.8895 -0.747
C -2.9755 0.3476 -4.9638 -0.844
C -3.6871 -0.0989 -3.8648 -0.962
H 5.8435 4.8198 1.5047 0.255
H 4.6277 6.1431 1.5207 0.326
H 4.6129 4.8931 2.8173 0.377
H 2.4357 2.4689 -0.1753 0.474
H 0.0885 5.9688 2.5378 0.211
H 2.5659 6.1101 2.1794 0.300
H -1.9843 5.2812 2.8964 0.352
H -2.9778 5.1179 1.4275 0.310
H -3.1498 3.9335 2.7332 0.349
H -2.6374 2.1858 0.8613 0.703
H 0.6574 0.7246 -0.8420 0.772
H -2.9158 -0.0616 0.6490 0.740
H -5.5000 -0.7781 -2.0626 0.303
H -5.0736 -1.4712 -0.4715 0.310
H -5.5130 0.2513 -0.6090 0.319
H 0.0584 1.1091 -3.4423 0.355
H 0.2240 2.5044 -6.9229 0.237
H 0.0124 3.0514 -5.2259 0.323
H 0.9271 1.5333 -5.5820 0.296
H -3.4040 0.3655 -5.9649 0.429
H -4.7190 -0.4236 -3.9520 0.237
```

No. 6
Molecular formula: C17H10Br2Cl3N2O5SiSn
Method: DFT, ωB97M-V with the def2-TZVPD basis set

Properties
* total charge: -1
* E_HOMO: -5.2 eV
* relative energy (zero: lowest compared OMol25 entry of this formula, charge and spin): 0.45 kcal/mol
* E: -222376.392 eV

```
41
Properties=species:S:1:pos:R:3:mulliken_charge:R:1
Sn 1.3232 1.0744 -0.0384 0.636
C 4.9588 -1.6342 0.4657 -1.163
C 3.9663 -2.0027 1.5267 0.388
C 4.3009 -2.9384 2.5284 -0.538
C 3.4202 -3.2706 3.5861 -0.943
C 2.2518 -2.4874 3.6227 1.125
C 1.2549 -2.6459 4.6269 -0.033
Br 1.4015 -4.0150 5.9372 -0.256
C 0.0791 -1.9915 4.5381 -0.514
C -0.1968 -1.1850 3.4318 -0.020
Br -2.0169 -0.8113 3.1866 -0.191
C 0.7181 -0.9085 2.4203 0.450
O 0.3494 -0.2212 1.3950 -0.431
C 2.0040 -1.5273 2.5906 -0.358
N 2.8804 -1.2779 1.5949 -0.019
H 5.3771 -2.5057 -0.0314 0.374
H 5.8303 -1.0435 0.8580 0.264
H 4.4465 -0.9864 -0.2772 0.203
H 5.2648 -3.4717 2.4353 0.333
H 3.5812 -4.0213 4.3421 0.353
H -0.6135 -2.1550 5.3220 0.455
Cl -1.3333 -1.9178 -1.3773 -0.309
Si 0.4710 -0.9265 -1.7671 0.553
Cl 0.2002 -0.2990 -3.8131 -0.350
Cl 1.8022 -2.6574 -1.9379 -0.376
O 0.1754 3.6229 -1.7853 -0.699
C -0.6540 2.7507 -1.5814 0.229
O -0.5525 1.7212 -0.8052 -0.419
C -1.9791 2.7890 -2.2595 0.295
C -2.8641 1.7373 -2.1245 -0.007
C -4.1095 1.7459 -2.7332 -0.850
C -4.4365 2.9009 -3.4156 0.280
C -3.5892 3.9953 -3.5566 -0.337
C -2.3207 3.8947 -3.0225 -0.614
N -5.7581 3.0368 -3.9801 0.952
O -6.0278 3.9965 -4.7058 -0.614
O -6.5851 2.1982 -3.6563 -0.604
H -2.6574 0.8480 -1.5368 0.364
H -4.8146 0.9699 -2.7171 0.549
H -3.8806 4.8511 -4.1701 0.423
H -1.6675 4.7684 -3.1158 0.421
```

Which of these has the highest E?
CH6N3S

Which value of E_HOMO does entry 1 give?
-14.6 eV

What is the E_HOMO in the sixth record?
-5.2 eV

The highest E_HOMO belongs to which entry?
C15H47Li3N12O18